Record 1
{
  "formula": "C5H7NO",
  "method": "ωB97M-V/def2-TZVPD",
  "orbital_gap_ev": 10.97,
  "spin_multiplicity": 1,
  "e_homo_ev": -10.3,
  "e_lumo_ev": 0.6,
  "species": ["C", "C", "C", "N", "C", "O", "C", "H", "H", "H", "H", "H", "H", "H"],
  "xyz": [[0.752, -1.752, 0.337], [-0.037, -0.589, -0.264], [-1.481, -0.717, -0.016], [-2.615, -0.803, 0.196], [0.452, 0.781, 0.263], [1.339, 0.832, 1.080], [-0.212, 2.005, -0.316], [0.664, -1.754, 1.426], [0.389, -2.706, -0.054], [1.810, -1.640, 0.086], [0.091, -0.572, -1.355], [0.308, 2.899, 0.034], [-1.262, 2.047, -0.007], [-0.197, 1.969, -1.411]]
}

***

Record 2
{
  "formula": "C5H7NO",
  "method": "ωB97M-V/def2-TZVPD",
  "orbital_gap_ev": [6.89, 6.89],
  "spin_multiplicity": 1,
  "e_homo_ev": [-7.3, -7.3],
  "e_lumo_ev": [-0.4, -0.4],
  "species": ["C", "C", "C", "O", "C", "N", "C", "H", "H", "H", "H", "H", "H", "H"],
  "xyz": [[-2.032, 0.049, 0.201], [-0.532, -0.128, 0.030], [0.003, -1.309, -0.549], [1.093, -1.564, -1.119], [1.488, 1.056, 0.263], [2.539, 0.321, 0.272], [0.226, 1.300, -0.012], [-2.225, 0.668, 1.075], [-2.695, -0.829, 0.289], [-2.362, 0.586, -0.698], [-0.750, -2.133, -0.419], [2.503, -0.483, -0.394], [2.964, 0.142, 1.177], [-0.220, 2.324, -0.116]]
}

***

Record 3
{
  "formula": "C5H7NO",
  "method": "ωB97M-V/def2-TZVPD",
  "orbital_gap_ev": 9.30,
  "spin_multiplicity": 1,
  "e_homo_ev": -8.8,
  "e_lumo_ev": 0.5,
  "species": ["C", "C", "C", "N", "C", "O", "C", "H", "H", "H", "H", "H", "H", "H"],
  "xyz": [[-1.770, 0.677, -0.382], [-0.431, 0.362, 0.272], [0.708, 1.350, 0.058], [1.792, 0.572, 0.093], [1.619, -0.848, 0.105], [2.523, -1.639, 0.130], [0.122, -1.053, 0.048], [-1.769, 0.483, -1.460], [-2.032, 1.728, -0.225], [-2.556, 0.057, 0.064], [-0.571, 0.514, 1.354], [2.739, 0.937, 0.111], [-0.190, -1.801, 0.781], [-0.136, -1.439, -0.946]]
}

***

Record 4
{
  "formula": "C5H7NO",
  "method": "ωB97M-V/def2-TZVPD",
  "orbital_gap_ev": 8.44,
  "spin_multiplicity": 1,
  "e_homo_ev": -7.7,
  "e_lumo_ev": 0.8,
  "species": ["C", "N", "C", "C", "C", "C", "O", "H", "H", "H", "H", "H", "H", "H"],
  "xyz": [[-0.295, -1.730, 0.780], [0.213, -0.457, 0.267], [1.325, 0.347, 0.563], [1.155, 1.552, -0.066], [-0.078, 1.517, -0.776], [-0.603, 0.279, -0.537], [-1.766, -0.293, -0.945], [-0.673, -2.325, -0.058], [-1.145, -1.568, 1.455], [0.468, -2.306, 1.304], [2.231, -0.002, 1.038], [1.846, 2.387, -0.043], [-0.516, 2.279, -1.405], [-2.161, 0.321, -1.576]]
}

***

Record 5
{
  "formula": "C5H7NO",
  "method": "ωB97M-V/def2-TZVPD",
  "orbital_gap_ev": 9.83,
  "spin_multiplicity": 1,
  "e_homo_ev": -8.8,
  "e_lumo_ev": 1.1,
  "species": ["C", "C", "C", "C", "C", "H", "H", "H", "H", "H", "H", "H", "N", "O"],
  "xyz": [[-0.356, -0.078, 1.624], [-0.448, -0.394, -0.280], [0.027, -0.227, -1.619], [1.243, 0.255, -1.486], [0.395, 0.571, 0.551], [-0.565, 0.371, 2.624], [0.087, -1.170, 1.889], [-1.953, 0.778, 0.569], [-0.062, -1.510, 0.094], [-0.188, -0.908, -2.580], [1.911, 0.484, -2.140], [-0.154, 1.474, 0.319], [-1.530, -0.254, 0.674], [1.592, 0.608, -0.240]]
}

***

Record 6
{
  "formula": "C5H7NO",
  "method": "ωB97M-V/def2-TZVPD",
  "orbital_gap_ev": 8.89,
  "spin_multiplicity": 1,
  "e_homo_ev": -8.1,
  "e_lumo_ev": 0.8,
  "species": ["N", "C", "O", "C", "C", "C", "C", "H", "H", "H", "H", "H", "H", "H"],
  "xyz": [[1.868, -2.088, 0.290], [0.787, -1.549, 0.464], [1.116, 0.758, -0.204], [0.302, 1.804, -0.563], [-0.614, 0.917, 0.104], [-1.178, -0.358, -0.419], [-0.486, -1.238, 0.598], [2.741, -1.618, 0.511], [0.118, 1.950, -1.618], [0.504, 2.709, 0.006], [-1.054, 1.173, 1.083], [-0.865, -0.545, -1.450], [-2.272, -0.482, -0.347], [-0.968, -1.432, 1.545]]
}

***

Record 7
{
  "formula": "C5H7NO",
  "method": "ωB97M-V/def2-TZVPD",
  "orbital_gap_ev": 10.62,
  "spin_multiplicity": 1,
  "e_homo_ev": -9.6,
  "e_lumo_ev": 1.0,
  "species": ["N", "C", "O", "C", "C", "C", "C", "H", "H", "H", "H", "H", "H", "H"],
  "xyz": [[0.388, 2.320, -0.002], [-0.524, 1.495, 0.564], [-1.689, 1.384, 0.840], [-1.062, -1.741, 0.263], [0.222, -1.442, 0.103], [0.697, -0.285, -0.749], [0.763, 0.874, 0.239], [0.247, 2.800, -0.883], [-1.836, -1.226, -0.302], [-1.393, -2.466, 1.000], [0.975, -1.928, 0.723], [-0.024, -0.085, -1.552], [1.670, -0.487, -1.214], [1.566, 0.788, 0.969]]
}

***

Record 8
{
  "formula": "C5H7NO",
  "method": "ωB97M-V/def2-TZVPD",
  "orbital_gap_ev": 8.21,
  "spin_multiplicity": 1,
  "e_homo_ev": -7.9,
  "e_lumo_ev": 0.3,
  "species": ["C", "N", "C", "C", "C", "C", "O", "H", "H", "H", "H", "H", "H", "H"],
  "xyz": [[-1.975, 0.430, 0.700], [-0.746, -0.199, 0.162], [0.521, -2.049, 0.016], [1.550, -1.248, -0.430], [1.494, 0.113, -0.473], [0.221, 0.627, -0.093], [0.041, 1.968, 0.023], [-2.292, 1.265, 0.056], [-1.843, 0.868, 1.702], [-2.799, -0.284, 0.749], [0.206, -2.811, -0.722], [2.441, -1.829, -0.683], [2.331, 0.744, -0.732], [0.850, 2.406, -0.275]]
}

***

Results for ΔE to the lowest compared entry with this formula, charge and spin: 46.3, 406.0, 154.5, 77.2, 566.6, 435.6, 237.4, 404.2 (in kJ/mol, following the order of the records).
Results for E: -324.7068, -324.5698, -324.6656, -324.6951, -324.5087, -324.5586, -324.6340, -324.5705 (in hartree, following the order of the records).